{
  "formula": "C9H20NOP",
  "method": "ωB97M-V/def2-TZVPD",
  "symbols": ["C", "C", "C", "C", "C", "C", "C", "C", "C", "N", "O", "P", "H", "H", "H", "H", "H", "H", "H", "H", "H", "H", "H", "H", "H", "H", "H", "H", "H", "H", "H", "H"],
  "coordinates": [[-0.85491, 0.36717, 0.46781], [-1.06192, -1.26151, -1.35510], [-3.08921, -0.86245, 0.14320], [-1.14192, -2.13394, 0.92758], [-2.17797, 2.44379, 0.22236], [4.45653, -0.85130, 0.19536], [2.01793, 2.15167, -0.59332], [1.40547, 0.00456, 1.04983], [-1.49795, -0.91519, 0.11051], [-1.06051, 1.57002, 0.49586], [3.89690, 0.36787, -0.04781], [2.26859, 0.28754, -0.51049], [-1.84077, -1.92361, -1.68595], [-0.87584, -0.41508, -1.97316], [-0.19218, -1.77122, -1.44465], [-3.47777, -0.81705, 1.17036], [-3.46964, 0.03404, -0.42044], [-3.52709, -1.65415, -0.36398], [-1.57500, -3.06515, 0.49761], [-0.09753, -2.25493, 0.91911], [-1.53472, -2.13030, 1.85001], [-1.75350, 3.28344, -0.50304], [-2.38528, 3.08225, 1.10553], [-3.06045, 2.09482, -0.30112], [3.72385, -1.65102, 0.22289], [4.82160, -0.97176, 1.34602], [5.38707, -1.03713, -0.51743], [2.86019, 2.59688, -0.95459], [1.63401, 2.78576, 0.26745], [1.35144, 2.16533, -1.40677], [1.40151, -1.03039, 1.38277], [1.31436, 0.83928, 1.73118]],
  "forces_ev_per_angstrom": [[2.45, 0.37, 0.79], [-2.36, 1.21, 1.10], [1.09, 3.32, 0.33], [0.28, -0.80, -2.95], [1.49, 3.02, -1.35], [3.15, -1.62, 2.11], [-1.75, -1.30, 1.76], [-2.68, 0.05, -1.39], [-1.65, -1.21, -1.38], [-0.24, -0.55, 0.13], [-0.84, 1.05, -0.20], [0.05, 1.44, 0.97], [-0.35, -0.05, -0.78], [-0.62, 0.88, -0.63], [2.90, -1.76, 0.43], [0.19, 0.04, -0.27], [0.37, -0.66, 0.67], [-0.46, -1.90, -0.76], [0.21, 0.72, -0.28], [1.30, -0.30, 0.33], [-1.08, 0.42, 3.69], [-0.68, -1.71, 1.23], [-0.20, -0.86, -0.28], [-0.17, -0.57, 0.40], [-0.10, -0.52, -0.88], [-0.31, 0.72, -2.47], [-2.01, 0.05, 1.46], [2.66, 1.07, -0.90], [0.33, -1.33, -0.80], [-1.40, 0.67, -0.96], [0.09, 0.35, 0.45], [0.32, -0.27, 0.42]],
  "e_lumo_ha": [0.02219, 0.02219],
  "e_tot_ha": -826.08361,
  "total_charge": 0,
  "spin_multiplicity": 1,
  "homo_ev": [-7.748, -7.749],
  "orbital_gap_ha": [0.3069, 0.3070]
}

{
  "formula": "C3H10NOS",
  "method": "ωB97M-V/def2-TZVPD",
  "symbols": ["C", "C", "C", "S", "N", "H", "H", "H", "H", "H", "H", "H", "H", "H", "H", "O"],
  "coordinates": [[0.75975, 0.69784, 1.82600], [1.44427, 0.83492, 0.48283], [1.49542, -0.52267, -0.27700], [-0.14840, -1.21074, -0.73970], [0.59674, 1.80071, -0.28100], [1.35419, 0.07680, 2.51576], [-0.17063, 0.15102, 1.68597], [0.62407, 1.64403, 2.34421], [2.45426, 1.23885, 0.57375], [2.18310, -0.35227, -1.11097], [1.95244, -1.27834, 0.36819], [1.04809, 1.92851, -1.19625], [-0.17173, 1.20196, -0.58160], [-3.15679, 0.01579, 0.45963], [-2.70086, -1.00498, -0.44033], [-3.44788, -0.42613, -0.33417]],
  "forces_ev_per_angstrom": [[0.79, -0.72, 0.81], [-1.29, 0.00, -0.58], [-0.04, 0.04, 0.77], [0.37, 0.12, -0.25], [0.93, -0.04, -0.58], [0.03, -0.01, -0.20], [-0.24, 0.25, -0.04], [-0.24, 0.22, -0.24], [0.07, 0.07, 0.08], [-0.24, -0.24, -0.34], [0.28, 0.12, 0.04], [0.08, 0.19, 0.36], [-0.55, -0.08, 0.18], [-0.06, 0.53, 0.38], [0.92, -0.60, -0.59], [-0.81, 0.16, 0.18]],
  "e_lumo_ha": 0.14969,
  "e_tot_ha": -648.52221,
  "total_charge": -1,
  "spin_multiplicity": 1,
  "homo_ev": -2.849,
  "orbital_gap_ha": 0.2544
}

{
  "formula": "H60O30",
  "method": "ωB97M-V/def2-TZVPD",
  "symbols": ["O", "H", "H", "O", "H", "H", "O", "H", "H", "O", "H", "H", "O", "H", "H", "O", "H", "H", "O", "H", "H", "O", "H", "H", "O", "H", "H", "O", "H", "H", "O", "H", "H", "O", "H", "H", "O", "H", "H", "O", "H", "H", "O", "H", "H", "O", "H", "H", "O", "H", "H", "O", "H", "H", "O", "H", "H", "O", "H", "H", "O", "H", "H", "O", "H", "H", "O", "H", "H", "O", "H", "H", "O", "H", "H", "O", "H", "H", "O", "H", "H", "O", "H", "H", "O", "H", "H", "O", "H", "H"],
  "coordinates": [[13.32209, 12.30815, 14.17774], [13.57268, 11.81300, 14.98448], [12.34745, 12.21620, 14.01365], [11.89808, 6.44823, 11.26227], [12.52904, 6.47367, 10.53641], [11.26756, 7.12088, 11.14022], [8.67590, 7.62883, 11.70369], [8.88832, 8.31958, 11.07862], [8.35863, 6.82985, 11.24591], [5.98166, 14.15014, 7.11993], [5.31848, 14.60506, 6.58584], [6.85383, 14.42457, 6.80020], [11.68378, 14.21877, 7.49474], [11.61872, 13.79450, 6.61561], [10.72942, 14.45718, 7.64918], [15.11330, 7.19080, 11.83117], [15.76022, 6.57928, 12.29248], [14.96101, 8.02653, 12.31774], [9.94918, 9.90737, 11.15758], [9.52126, 10.65347, 10.72266], [10.77974, 9.62596, 10.64038], [8.56329, 12.11136, 13.78615], [8.04765, 12.87098, 13.91951], [7.92692, 11.42251, 13.57482], [7.16013, 9.67082, 13.16183], [6.91951, 9.18788, 13.92410], [7.88054, 9.14324, 12.72039], [9.37255, 12.62306, 9.29753], [10.31642, 12.65610, 9.39238], [9.14652, 11.83790, 8.72346], [5.35065, 9.97736, 8.79786], [5.44499, 10.91938, 9.01425], [5.68906, 9.51606, 9.60115], [7.51429, 7.88002, 7.67486], [7.77081, 7.08956, 8.21231], [6.62780, 7.73543, 7.23790], [6.42963, 11.11662, 6.40948], [5.99888, 10.56764, 7.10881], [5.77964, 11.82133, 6.19867], [11.15246, 8.86680, 13.59434], [10.46131, 9.15566, 12.97913], [10.97712, 7.93338, 13.61854], [9.21607, 16.04315, 11.12369], [9.53448, 16.91627, 10.97278], [9.91716, 15.39253, 11.27700], [8.99519, 14.89825, 7.77176], [8.79801, 14.21778, 8.42085], [8.95552, 15.76935, 8.21529], [10.75702, 6.08323, 7.68876], [10.76558, 6.60587, 6.88063], [11.55230, 5.58565, 7.78591], [6.36573, 12.62734, 9.46449], [7.33099, 12.47891, 9.38764], [6.17576, 13.25293, 8.77510], [13.84877, 9.94967, 16.40377], [13.61411, 9.80711, 17.32319], [13.55241, 9.26062, 15.73211], [14.27989, 14.56216, 12.27748], [14.05494, 13.72971, 12.71697], [14.84939, 14.24284, 11.57604], [8.56488, 5.68719, 9.20097], [9.30005, 5.68420, 8.55128], [7.98779, 4.94361, 8.86884], [9.40880, 7.91677, 5.68750], [8.49157, 7.90943, 6.10442], [9.18736, 7.73026, 4.73318], [11.00819, 12.12791, 12.96667], [10.03060, 11.98568, 13.25359], [11.01512, 11.63348, 12.13728], [14.75351, 8.16555, 9.25201], [14.95419, 7.63322, 10.00157], [15.63793, 8.38225, 8.88191], [12.09880, 9.71285, 9.82799], [12.89381, 9.15976, 9.60405], [12.35220, 10.60911, 9.56272], [14.01469, 9.42389, 13.21899], [13.03029, 9.24761, 13.14334], [14.09670, 10.33990, 13.31464], [9.04338, 11.04533, 7.26253], [9.17896, 10.11577, 7.07435], [8.10975, 11.27656, 6.96405], [11.89258, 12.46791, 9.33605], [12.08112, 13.07102, 8.58128], [12.33194, 12.95295, 10.07348], [11.52493, 14.37355, 11.44229], [12.26794, 14.88994, 11.83851], [11.33473, 13.60025, 12.04521], [7.03064, 14.59413, 12.96854], [7.74292, 14.93579, 12.34774], [6.57829, 13.95548, 12.35819]],
  "forces_ev_per_angstrom": [[0.08, -0.27, 0.26], [-0.44, 0.34, -0.45], [0.84, -0.23, 0.15], [1.24, -1.62, 0.45], [-0.12, 0.28, 0.10], [-1.22, 1.34, -0.49], [-0.33, -1.01, 0.71], [0.27, 0.33, -0.66], [0.29, 0.61, -0.07], [-0.12, 0.00, -0.31], [0.25, 0.03, 0.15], [-0.05, 0.10, 0.08], [-0.74, 0.01, -1.19], [0.27, 0.29, 0.55], [0.57, 0.01, 0.07], [1.11, -1.20, 0.25], [-1.33, 1.61, -0.58], [0.13, -0.36, 0.32], [0.28, -0.48, 0.04], [0.19, 0.09, -0.32], [-0.91, 0.87, 0.30], [0.82, -1.66, -0.02], [-0.97, 2.24, 0.14], [-0.16, -0.77, -0.13], [1.30, 0.59, -1.81], [-0.34, -0.89, 1.26], [-1.05, 0.31, 0.56], [-3.12, -0.54, 0.10], [1.47, -0.14, 0.07], [0.85, 0.70, 0.04], [0.15, -0.48, 0.76], [0.18, 0.18, 0.30], [-0.29, 0.49, -1.02], [-1.17, -0.36, -0.72], [-0.41, 0.38, -0.35], [1.37, 0.03, 1.16], [-1.01, 0.11, 0.09], [0.38, 0.31, -0.34], [0.73, -0.53, 0.33], [-0.11, 0.42, -0.17], [0.17, 0.49, -0.11], [0.14, -0.92, 0.19], [-1.49, -1.15, 0.02], [0.79, 0.63, 0.06], [0.76, 0.36, -0.13], [-0.06, 1.27, -0.64], [0.16, -0.51, 0.81], [-0.08, -0.85, -0.05], [-0.97, 0.31, 0.22], [0.01, 0.13, -0.22], [0.87, -0.34, -0.14], [0.73, -0.85, 0.66], [-0.52, 0.18, 0.33], [-0.33, 0.66, -0.73], [0.09, -0.24, -1.71], [-0.39, -0.68, -0.38], [0.33, 1.08, 1.87], [-0.03, -0.31, -0.04], [-0.18, -0.02, 0.67], [0.23, 0.27, -0.34], [-1.31, -1.25, -0.96], [0.34, 0.21, 0.30], [0.83, 1.09, 0.76], [-1.78, -0.43, -1.30], [1.53, 0.01, 0.07], [0.65, 0.37, 1.38], [-1.55, -0.25, -0.25], [1.20, 0.70, 0.00], [0.32, -0.40, 0.04], [0.52, 1.04, -1.87], [0.29, -0.84, 1.68], [-1.04, -0.10, 0.29], [1.68, -1.01, -0.63], [-0.84, 0.46, 0.37], [-0.34, 0.37, -0.06], [-1.41, -2.80, -0.35], [1.15, 0.25, 0.14], [0.10, 2.46, 0.25], [-1.09, 0.65, -0.31], [-0.13, -0.34, -0.13], [1.09, -0.68, 0.13], [1.78, -0.01, 1.06], [-0.38, 0.01, -0.26], [-0.67, -0.28, -0.32], [0.26, 0.02, 0.53], [-0.56, -0.78, -0.28], [0.19, 0.84, -0.13], [0.68, -0.62, -2.02], [-0.96, -0.13, 1.09], [0.34, 0.78, 0.83]],
  "e_lumo_ha": 0.00092,
  "e_tot_ha": -2293.31111,
  "total_charge": 0,
  "spin_multiplicity": 1,
  "homo_ev": -10.672,
  "orbital_gap_ha": 0.3931
}